[1]
This record from OMol25 describes a structure of composition C14H14F5IN2Ni. The level of theory is ωB97M-V/def2-TZVPD.

## Properties
ΔE to the lowest compared entry with this formula, charge and spin ... 42.94 kcal per mole
⟨S²⟩ ... 2.01
Multiplicity ... 3
HOMO energy (spin up / spin down) ... -7.50 / -8.08 eV
LUMO energy (spin up / spin down) ... -0.40 / -0.53 eV
Kohn-Sham gap (spin up / spin down) ... 0.2609 / 0.2775 Eh

Cartesian coordinates (Å):
H  4.6621  2.2888  -0.8820
C  -1.5173  -2.1686  -1.9729
C  0.0747  2.3916  -0.0427
H  -2.4430  -0.1902  -1.7946
F  -0.0154  -3.5131  2.2115
F  0.8153  -0.1171  1.5591
C  3.7048  1.7774  -0.9836
C  -1.8705  -0.8305  -1.0927
Ni  -0.1929  -1.5267  -0.8446
H  -3.0231  3.7199  1.8661
C  2.5239  2.4262  -0.6387
H  4.4823  -0.1305  -1.6722
H  -2.9772  1.4807  0.7582
C  0.1123  3.6954  0.5218
H  -0.9732  -0.1354  -0.8485
C  0.5750  -2.2997  2.3037
N  -1.0568  1.6775  0.0370
H  -2.4904  -0.9926  -0.2004
C  2.3443  -0.0968  -1.5400
H  -2.2731  -2.0394  -2.7509
C  -0.9998  4.1987  1.2016
F  1.9136  -2.4413  2.1466
C  -2.1379  3.3999  1.3163
H  -0.5586  -2.1020  -2.5549
H  2.5528  3.4534  -0.2942
I  1.3495  -3.3764  -0.8224
H  1.0218  4.2925  0.4601
F  -1.2582  -0.9032  1.7928
H  2.2262  -1.1060  -1.9592
C  3.6152  0.4719  -1.4343
N  1.2289  0.4636  -1.0675
H  -1.6878  -3.1308  -1.4797
F  0.3655  -1.8575  3.5808
C  1.2810  1.7521  -0.6413
C  0.0286  -1.2297  1.3341
H  -0.9597  5.1975  1.6478
C  -2.1089  2.1354  0.7032

Atomic partial charges in e from the Löwdin method, atoms 1 to 6: atom 1 (H): 0.12, atom 2 (C): -0.23, atom 3 (C): -0.19, atom 4 (H): 0.11, atom 5 (F): 0.09, atom 6 (F): 0.02



[2]
This record from OMol25 describes a structure of composition C2H9O3Ti3. The level of theory is ωB97M-V/def2-TZVPD.

## Properties
ΔE to the lowest compared entry with this formula, charge and spin ... 0.00 kcal per mole
⟨S²⟩ ... 24.75
Multiplicity ... 10
HOMO energy (spin up / spin down) ... -13.77 / -16.28 eV
LUMO energy (spin up / spin down) ... -7.65 / -8.44 eV
Kohn-Sham gap (spin up / spin down) ... 0.2248 / 0.2880 Eh
Total charge ... +2

Cartesian coordinates (Å):
Ti  -1.9954  -2.3013  -0.0039
H  -0.0962  0.6930  -3.7864
C  1.9839  -0.8510  2.3316
Ti  -1.8376  -0.6140  2.7799
O  -1.1202  -0.3333  0.7145
O  -1.0023  1.8399  -2.3461
H  -0.5796  -0.1432  -0.0768
H  -1.7545  1.8266  -2.9423
H  1.2168  -1.0015  3.0911
Ti  -1.8559  1.7870  -0.0069
H  -0.7184  -0.2017  -2.3989
C  -0.2053  0.7110  -2.7021
H  2.9686  -0.6822  2.7676
H  0.8038  0.7385  -2.2911
H  0.6263  0.1224  1.4295
H  1.9971  -1.8462  1.8873
O  1.5689  0.2560  1.5531

Atomic partial charges in e from the Löwdin method, atoms 1 to 6: atom 1 (Ti): 0.96, atom 2 (H): 0.11, atom 3 (C): -0.14, atom 4 (Ti): 0.87, atom 5 (O): -0.70, atom 6 (O): -0.18



[3]
This record from OMol25 describes an isolated molecule of C2H5NO. The level of theory is ωB97M-V/def2-TZVPD.

## Properties
SMILES ... NCC=O
ΔE to the lowest compared entry with this formula, charge and spin ... 47.42 kcal per mole
HOMO energy ... -8.80 eV
LUMO energy ... 1.03 eV
Kohn-Sham gap ... 0.3613 Eh

Cartesian coordinates (Å):
H  -0.2275  -0.7633  -1.4186
N  0.8081  -0.9742  0.4941
H  1.0689  0.5611  -0.9608
H  -0.4456  1.4795  1.0124
C  -0.7740  0.8900  0.0595
O  -1.8668  1.0338  -0.4415
H  1.0117  -0.4145  1.3078
C  0.3755  -0.1727  -0.6344
H  0.0498  -1.6398  0.5815

Atomic partial charges in e from the Löwdin method, atoms 1 to 6: atom 1 (H): 0.14, atom 2 (N): -0.03, atom 3 (H): 0.07, atom 4 (H): 0.13, atom 5 (C): -0.22, atom 6 (O): 0.00



[4]
This record from OMol25 describes a cluster of 2 separate species, C5H14N2O in total. The level of theory is ωB97M-V/def2-TZVPD.

## Properties
SMILES ... CCCC/N=C\N.O
ΔE to the lowest compared entry with this formula, charge and spin ... 31.35 kcal per mole
HOMO energy ... -9.38 eV
LUMO energy ... 0.89 eV
Kohn-Sham gap ... 0.3776 Eh

Cartesian coordinates (Å):
H  -1.0237  -3.3681  0.2975
H  1.0169  -1.6444  0.7385
H  0.2446  0.5244  2.2652
C  0.0015  2.1623  -0.4320
H  0.5701  -0.9806  -0.8232
H  -1.3144  -1.2332  1.5635
H  0.6303  2.6682  -1.1598
C  -0.8597  -0.6137  0.7893
C  0.1765  -1.4685  0.0657
C  -0.3388  0.7105  1.3616
N  0.5256  1.3967  0.4220
H  2.2037  0.7345  -0.5378
H  -2.0573  1.9091  -0.2886
H  -1.5374  3.1847  -1.2679
H  3.7266  0.5924  -0.7502
N  -1.3220  2.5561  -0.5160
C  -0.3875  -2.8259  -0.3993
H  -0.8215  -2.7733  -1.3973
H  0.4915  -3.4704  -0.5510
H  -1.1925  1.3254  1.6675
O  2.9343  0.9930  -1.1298
H  -1.6669  -0.3793  0.0822

Atomic partial charges in e from the Löwdin method, atoms 1 to 6: atom 1 (H): 0.07, atom 2 (H): 0.11, atom 3 (H): 0.11, atom 4 (C): -0.28, atom 5 (H): 0.09, atom 6 (H): 0.11



[5]
This record from OMol25 describes the ion C11H11O2 with charge -1. The level of theory is ωB97M-V/def2-TZVPD.

## Properties
SMILES ... CC(C)=CC#C[C@@H]1CC([O-])=CC1=O
ΔE to the lowest compared entry with this formula, charge and spin ... 38.39 kcal per mole
HOMO energy ... -3.75 eV
LUMO energy ... 3.02 eV
Kohn-Sham gap ... 0.2489 Eh
Total charge ... -1

Cartesian coordinates (Å):
C  1.8214  1.0083  0.3791
H  -1.7219  -1.5833  1.1378
O  -2.8908  2.2065  -0.8920
C  -0.7585  0.8047  0.6703
C  2.7709  0.1836  -0.0786
C  -3.6949  -0.0184  -0.9092
C  0.4389  0.6314  0.4708
H  1.3713  -1.0051  -1.1676
C  4.1911  0.5128  -0.1664
H  2.9962  -1.0587  -1.9335
H  4.9373  -0.1328  0.3497
C  -2.5564  -0.8631  1.0755
H  2.0064  1.7917  0.9962
C  -2.9755  1.0734  -0.4259
C  -3.5651  -1.1809  -0.0620
C  2.4242  -1.1508  -1.0134
H  4.4846  1.5368  0.2115
H  4.5105  0.3342  -1.2440
H  -2.3918  1.3868  1.8174
H  2.5491  -2.0298  -0.3777
H  -4.4726  0.1842  -1.6093
H  -3.1984  -1.0493  1.9515
O  -4.1233  -2.2778  -0.1501
C  -2.1528  0.6956  0.9696

Atomic partial charges in e from the Löwdin method, atoms 1 to 6: atom 1 (C): -0.10, atom 2 (H): 0.11, atom 3 (O): -0.04, atom 4 (C): -0.01, atom 5 (C): -0.31, atom 6 (C): -0.02



[6]
This record from OMol25 describes a cluster of 3 separate species, CH7NO in total. The level of theory is ωB97M-V/def2-TZVPD.

## Properties
ΔE to the lowest compared entry with this formula, charge and spin ... 249.27 kcal per mole
HOMO energy ... -6.38 eV
LUMO energy ... -1.41 eV
Kohn-Sham gap ... 0.1828 Eh

Cartesian coordinates (Å):
C  0.1876  0.1450  -0.3958
H  -0.7682  -1.9870  -2.2059
H  0.4356  -1.2445  2.4754
H  0.8154  1.4745  0.8039
N  -0.0236  1.4298  0.2163
H  0.2680  -0.6531  -1.2198
O  0.4029  -0.3136  2.0947
H  -0.0135  2.2368  -0.3741
H  -0.8511  1.5982  0.7886
H  -0.4532  -2.6860  -2.1834

Atomic partial charges in e from the Löwdin method, atoms 1 to 6: atom 1 (C): 0.09, atom 2 (H): 0.01, atom 3 (H): -0.09, atom 4 (H): 0.13, atom 5 (N): 0.05, atom 6 (H): 0.00